Entry 1:
Computed, not measured: C27H50As2Cl2O5RuSi3 as an isolated structure, with ωB97M-V/def2-TZVPD.

As for the spin multiplicity: 5. The calculation puts the highest occupied orbital energy (alpha / beta) at -12.72 / -13.82 eV. As for the orbital gap (alpha / beta): 5.406 / 6.112 eV. For the LUMO energy (alpha / beta), the calculation gives -7.3 / -7.7 eV. The strongest force on any atom is 0.0116 Eh/bohr. Its energy relative to the best compared isomer or geometry (same formula, charge and spin) is 64.8 kJ/mol. As for the charge: +2. The expectation value of S² is 6.044.

Positions of all 90 atoms, in Å:
H -3.723 2.648 2.575
H 2.064 -0.172 4.833
H -3.289 -1.072 -4.152
C 5.642 1.206 4.380
H 4.226 0.387 -3.500
Si -1.838 -2.545 -2.807
C 3.396 0.927 3.547
H -1.719 -0.886 3.342
O -0.738 -1.112 -2.614
As -1.945 0.407 0.030
H 2.751 2.959 -3.798
H -0.162 3.195 2.932
C 4.084 0.040 0.217
H 4.025 1.004 -0.278
H 3.163 -2.704 1.457
Ru 0.458 -0.559 -0.406
Cl 1.002 -2.704 -0.369
H -5.946 -0.071 0.265
H -4.062 0.905 -3.092
O -1.836 1.840 -2.586
C -3.937 3.166 -0.496
C 2.989 2.157 -3.102
C -0.730 1.663 -2.178
C -4.726 0.690 -2.261
C 2.128 -0.052 -3.257
C 1.796 1.822 -2.209
H 3.761 -0.557 6.574
H 0.371 2.589 1.355
O -0.323 -1.451 -4.779
H -3.219 -3.658 -1.196
H -5.672 1.296 1.351
H -0.200 -4.302 -2.241
H 0.870 0.639 -4.900
H -3.862 1.053 3.342
H -1.495 -4.908 -3.260
H 3.840 2.482 -2.506
H -0.620 0.167 4.217
Cl -2.087 -3.942 2.115
C 3.071 0.210 4.697
H 1.713 2.395 -1.290
H -4.637 -0.120 1.428
H -3.468 -1.932 -1.016
C -0.501 2.787 1.976
C -3.177 1.868 3.108
H 4.943 2.020 2.527
H 3.247 0.856 -4.884
C 4.687 1.427 3.398
C 5.314 0.482 5.518
H 4.874 0.052 0.969
C -0.816 -4.064 -3.108
H -4.007 -2.657 -3.919
H -0.240 -5.111 1.141
C -0.172 -0.775 -3.800
H -0.183 -3.985 -3.989
C -1.313 -5.157 1.210
H 4.277 -0.745 -0.510
C -0.922 -0.149 3.214
Si -4.148 1.322 -0.613
H 1.361 1.170 2.887
Si -1.611 1.313 2.272
H -1.903 -6.024 0.966
H -4.902 3.619 -0.749
H 0.366 2.548 -3.713
H -0.089 -0.672 2.744
H 6.640 1.608 4.263
H 2.284 -1.128 -3.253
C -2.700 -2.692 -1.167
H -3.207 3.534 -1.213
H -2.855 2.298 4.064
H 2.542 2.046 1.912
C -3.067 -2.141 -4.138
H -2.734 -2.426 -5.132
C -5.175 0.538 0.742
C 2.865 -1.929 2.157
O 2.009 0.418 -1.886
H -5.673 1.209 -2.457
C 4.025 -0.008 5.679
H -1.081 3.567 1.474
C 2.364 1.130 2.478
C 0.775 0.407 -3.843
C 3.265 0.801 -3.798
H -4.956 -0.375 -2.228
H 1.997 -2.260 2.724
H -2.030 -2.731 -0.309
As 2.444 -0.333 1.161
H -3.674 3.514 0.505
C 0.510 1.715 -3.025
H 3.682 -1.686 2.835
O -0.510 1.388 -0.839
H 6.057 0.309 6.284

Atoms 1-2, force components in eV/Å:
H 0.0 -0.1 0.0
H 0.0 0.0 0.0

---

Entry 2:
Computed, not measured: one molecule with the formula C4H11N5, with ωB97M-V/def2-TZVPD.

As for the spin multiplicity: 1. The calculation puts the highest occupied orbital energy at -7.99 eV. As for the orbital gap: 8.951 eV. For the LUMO energy, the calculation gives 1.0 eV. The strongest force on any atom is 0.0161 Eh/bohr. The SMILES is CCC(/N=C\NN)=N\N. Its energy relative to the best compared isomer or geometry (same formula, charge and spin) is 172.0 kJ/mol. As for the charge: 0.

Positions of all 20 atoms, in Å:
H 1.533 -1.763 1.512
H -2.782 1.623 0.702
H 1.877 1.777 0.526
C -1.662 -1.113 -0.455
H -2.221 -1.997 -0.786
N 1.392 1.962 -0.369
C 0.561 -0.155 -0.484
H 2.163 -0.133 1.789
H -1.247 1.190 0.571
N 0.284 1.100 -0.486
C 2.257 -1.023 1.148
N -2.504 -0.231 0.138
H 2.021 -1.621 -0.936
N -2.141 0.869 0.954
H 3.255 -1.453 1.263
H -3.380 -0.621 0.429
C 1.960 -0.694 -0.331
H 2.667 0.039 -0.729
N -0.401 -1.133 -0.704
H 1.019 2.899 -0.341

Atoms 1-2, force components in eV/Å:
H 0.2 0.2 -0.1
H 0.0 -0.2 0.1

---

Entry 3:
Computed, not measured: C22H17ClN5PtSe3 as an isolated structure, with ωB97M-V/def2-TZVPD.

As for the spin multiplicity: 1. The calculation puts the highest occupied orbital energy (alpha / beta) at -17.49 / -17.49 eV. As for the orbital gap (alpha / beta): 6.417 / 6.416 eV. For the LUMO energy (alpha / beta), the calculation gives -11.1 / -11.1 eV. The strongest force on any atom is 0.0194 Eh/bohr. Its energy relative to the best compared isomer or geometry (same formula, charge and spin) is 101.2 kJ/mol. As for the charge: +3.

Positions of all 49 atoms, in Å:
C -2.111 -3.349 2.822
H -4.475 2.234 -0.320
Se 0.291 -3.999 -1.046
H 3.591 0.979 0.827
C -2.681 1.117 -0.723
C 2.954 1.830 1.043
C -1.659 -4.627 2.545
H -2.727 -3.149 3.687
H 2.534 0.702 -1.258
C -1.756 -2.312 1.969
H 4.105 2.459 2.732
Se 0.038 0.835 3.162
C 2.442 3.770 2.345
C 0.574 -0.536 -4.807
N -1.563 0.593 -0.275
N -0.138 0.312 1.449
Se 1.927 -2.306 -0.786
C 1.059 3.226 0.471
H -0.487 -5.805 1.163
Cl -0.296 3.605 -0.532
H 3.015 -2.704 -3.842
H -2.935 0.964 -1.764
H -0.761 0.441 -3.404
C -3.562 1.859 0.121
H 1.106 1.700 -1.791
C 0.054 -0.253 -3.552
C 2.176 -2.023 -3.787
Pt 0.298 -0.457 -0.508
C 1.859 2.096 0.190
H 2.066 -1.621 -5.899
H -2.106 -1.306 2.173
H 2.676 4.436 3.166
N 0.554 -0.857 -2.471
C -0.602 -3.725 0.624
H 0.145 -0.060 -5.678
C -0.870 -4.826 1.416
C 1.640 -1.411 -4.926
N -1.492 1.688 3.140
N -1.018 -2.481 0.872
C -2.050 1.578 1.942
C -3.273 2.114 1.432
H -1.910 -5.458 3.190
C 1.658 1.272 -0.962
H -3.932 2.699 2.061
C 1.582 -1.712 -2.597
C -1.282 0.820 1.035
C 1.349 4.058 1.533
H 0.743 4.935 1.715
C 3.246 2.655 2.105

Atoms 1-2, force components in eV/Å:
C 0.0 0.0 0.0
H 0.0 0.0 0.0

---

Entry 4:
Computed, not measured: C29H31N2O7S4Si2W as an isolated structure in a non-equilibrium geometry, with ωB97M-V/def2-TZVPD.

As for the spin multiplicity: 1. The calculation puts the highest occupied orbital energy at -11.20 eV. As for the orbital gap: 5.976 eV. For the LUMO energy, the calculation gives -5.2 eV. The strongest force on any atom is 0.0334 Eh/bohr. Its energy relative to the best compared isomer or geometry (same formula, charge and spin) is 68.2 kJ/mol. As for the charge: +1.

Positions of all 76 atoms, in Å:
S -1.552 -2.833 -0.142
C 3.177 -0.701 -3.164
C -0.770 0.988 -0.552
H 0.193 -1.065 -4.079
H 0.278 2.940 1.782
H 2.080 1.739 1.551
H 1.650 -3.465 -3.147
H 1.413 -3.995 -1.483
C -0.995 1.441 2.642
C 5.062 0.398 -2.159
H -2.679 5.415 -2.798
O -1.433 -0.120 -0.538
H -1.443 -1.926 5.032
H -0.093 0.337 -3.050
H -5.154 0.158 1.923
C -2.247 1.463 2.047
H 2.690 -1.078 -4.060
N -0.277 5.746 -1.650
H -2.639 2.401 1.663
C 2.685 0.926 1.943
C -3.014 0.306 1.933
S 1.012 -3.053 1.544
C -0.988 -4.348 0.357
C 0.983 -3.386 -2.282
H 0.617 2.609 3.477
Si 0.862 -1.594 -1.828
C -2.547 2.168 -1.792
C 3.216 -0.349 -0.780
H 3.476 -2.096 2.769
H 0.421 3.391 -0.647
H 4.700 -1.360 1.724
S -1.766 -5.809 -0.130
C -1.070 4.493 -1.708
C -0.625 -6.898 0.739
C -2.296 4.514 -2.340
W -0.006 -1.144 0.600
H -1.370 -3.034 3.663
H 6.028 0.880 -2.250
C 4.417 -0.092 -3.288
C -0.514 0.217 3.141
O -4.947 2.274 -3.001
C -2.542 -0.878 2.502
O 0.747 5.713 -1.004
C -4.335 0.319 1.220
H 3.798 -2.774 1.162
C 2.558 -0.832 -1.912
C -0.182 2.699 2.743
C -1.325 -0.929 3.175
H 0.094 -2.191 4.213
H -3.165 -1.766 2.470
S 0.652 -6.015 1.638
H 4.880 0.003 -4.261
C 0.109 -4.436 1.159
H 3.737 1.233 1.909
C -3.011 3.334 -2.356
C -1.303 2.199 -1.175
O -0.655 6.666 -2.334
O 0.355 0.952 0.015
Si 2.573 -0.626 0.938
C -0.980 -2.094 4.058
N -4.346 3.326 -3.006
H 4.997 0.638 -0.043
H -3.141 1.265 -1.831
O -0.739 -8.078 0.745
H -4.381 -0.485 0.482
C -0.549 3.362 -1.123
H 0.012 -3.803 -2.560
H -4.508 1.266 0.711
H -1.237 -1.028 -3.038
O -4.675 4.327 -3.597
C 4.468 0.264 -0.915
C -0.184 -0.751 -3.101
H -0.816 3.541 3.022
H 0.409 0.215 3.709
H 2.429 0.754 2.990
C 3.719 -1.849 1.733

Atoms 1-2, force components in eV/Å:
S 0.4 0.9 0.1
C 0.0 0.0 0.1

---

Entry 5:
Computed, not measured: one molecule with the formula CH4BClS in a non-equilibrium geometry, with ωB97M-V/def2-TZVPD.

As for the spin multiplicity: 1. The calculation puts the highest occupied orbital energy at -9.71 eV. As for the orbital gap: 8.115 eV. For the LUMO energy, the calculation gives -1.6 eV. The strongest force on any atom is 0.0695 Eh/bohr. Its energy relative to the best compared isomer or geometry (same formula, charge and spin) is 117.2 kJ/mol. As for the charge: 0.

Positions of all 8 atoms, in Å:
C -1.507 -0.729 -0.319
S -0.120 -1.206 0.536
H 0.488 1.066 -0.552
H -2.424 -1.410 -0.468
H -1.402 0.290 -0.847
H 1.202 1.336 1.411
B 1.156 0.722 0.376
Cl 2.607 -0.069 -0.137

Atoms 1-2, force components in eV/Å:
C 2.0 -0.4 0.4
S -3.2 1.2 -1.1

---

Entry 6:
Computed, not measured: a 5-piece molecular cluster, C15H38Cl3N2O9 overall in a non-equilibrium geometry, with ωB97M-V/def2-TZVPD.

As for the spin multiplicity: 1. The calculation puts the highest occupied orbital energy at -5.62 eV. As for the orbital gap: 7.964 eV. For the LUMO energy, the calculation gives 2.3 eV. The strongest force on any atom is 0.0830 Eh/bohr. As for the charge: -1.

Positions of all 67 atoms, in Å:
N 3.791 -1.605 5.707
Cl -3.638 0.052 0.831
Cl -7.175 5.688 2.596
H -0.229 0.443 -5.132
C 0.847 -4.157 5.234
H 2.600 -0.547 4.232
H 0.460 -4.891 4.527
H 3.248 -1.856 -9.790
H 2.375 1.336 -5.764
H 1.003 1.200 -4.026
Cl -10.501 6.952 2.570
O -3.539 0.815 -0.347
H 3.504 -2.249 6.430
H -9.382 6.028 0.691
H 3.487 0.188 9.356
H 5.097 -0.187 10.268
H 2.133 -0.895 -5.227
O -4.828 0.348 1.496
H 0.144 -3.335 5.099
H 4.705 0.268 5.688
C 0.330 4.915 -5.296
H 3.258 -2.655 3.434
H 3.304 0.141 6.774
C 5.234 -0.626 7.511
H -10.626 4.925 1.471
H 0.707 -4.528 6.249
C -4.133 -4.201 -3.766
H 0.962 -0.972 -6.516
O -2.906 -4.008 -3.268
N 1.533 0.924 -6.140
H 1.541 -2.456 3.291
C -8.737 4.868 2.408
C 3.058 -0.743 -7.210
O 2.169 -3.835 4.788
C 1.888 -0.487 -6.208
H 3.796 -1.232 10.454
H 3.075 -0.099 -8.090
C -9.813 5.637 1.613
O -2.490 0.328 1.674
H 4.792 -2.218 -8.737
O 3.029 -2.108 -7.793
C 2.584 -1.416 4.889
H -3.919 -4.003 -4.817
O 4.660 -1.347 8.605
H -0.483 2.769 -6.117
H -1.009 2.679 -4.508
H -4.512 -5.216 -3.646
H 3.994 -0.474 -6.720
H 6.051 -1.241 7.133
H 5.664 0.345 7.756
C -0.106 2.586 -5.111
H 3.700 -3.444 -9.133
H -0.651 5.270 -4.981
C 4.195 -0.370 6.410
C 3.736 -2.368 -8.960
H -4.930 -3.615 -3.308
H 0.253 4.702 -6.362
H -8.412 3.913 1.996
C 0.588 1.157 -5.033
H 1.680 -1.290 5.486
O -3.541 -1.361 0.465
H -9.049 4.778 3.449
H 1.115 5.621 -5.026
C 2.343 -2.577 4.020
C 4.215 -0.532 9.730
H -3.068 -3.430 -2.519
O 0.827 3.700 -4.777

Atoms 1-2, force components in eV/Å:
N -0.2 0.7 0.1
Cl 3.6 -2.3 -0.1

---

Entry 7:
Computed, not measured: one molecule with the formula C4H7NO2, with ωB97M-V/def2-TZVPD.

As for the spin multiplicity: 1. The calculation puts the highest occupied orbital energy at -8.81 eV. As for the orbital gap: 9.245 eV. For the LUMO energy, the calculation gives 0.4 eV. The strongest force on any atom is 0.0143 Eh/bohr. Its energy relative to the best compared isomer or geometry (same formula, charge and spin) is 353.4 kJ/mol. As for the charge: 0.

Positions of all 14 atoms, in Å:
H -0.887 0.901 0.820
O -2.307 -0.678 -0.519
H -0.519 1.698 -0.766
C -0.021 -0.953 -0.609
H 0.459 2.057 0.710
C -0.090 1.299 0.163
H -3.093 -0.622 0.048
H 2.433 -0.954 0.361
C 1.976 0.045 0.495
O 2.524 0.930 1.121
N 0.770 0.167 -0.132
H 0.502 -1.900 -0.434
H -0.240 -0.846 -1.683
C -1.284 -0.948 0.262

Atoms 1-2, force components in eV/Å:
H 0.2 0.7 -0.2
O 0.1 -0.2 0.3

---

Entry 8:
Computed, not measured: C11H44MgN22O16PV as an isolated structure in a non-equilibrium geometry, with ωB97M-V/def2-TZVPD.

As for the spin multiplicity: 2. The calculation puts the highest occupied orbital energy at -10.91 eV. As for the orbital gap: 9.065 eV. For the LUMO energy, the calculation gives -1.8 eV. The strongest force on any atom is 0.0848 Eh/bohr. As for the charge: +1. The expectation value of S² is 0.766.

Positions of all 96 atoms, in Å:
H 2.688 1.976 0.539
H 2.604 3.356 -2.468
N 4.893 -0.745 -1.470
Mg 1.871 -1.941 1.129
C -2.507 -3.959 1.282
H 1.930 -4.010 -2.940
C 4.176 2.705 1.726
H -1.595 0.159 -7.416
C -2.117 4.775 -0.151
O -0.216 -1.573 1.801
O -3.770 -0.359 2.081
N -2.578 -1.662 6.250
N 2.250 3.123 -4.786
N -1.253 4.527 -1.161
C 1.844 2.189 -3.914
H -2.888 2.151 4.271
O -2.322 5.953 0.129
H -4.164 1.697 -2.706
H 5.229 0.152 1.474
O 0.541 0.645 0.590
H 2.728 3.763 0.664
C 4.495 -0.747 -0.132
H -3.124 -1.828 7.093
O -1.706 -0.535 0.076
N 4.825 3.799 2.133
O -4.831 2.869 -4.610
H 2.229 4.089 -4.554
V -2.332 -0.961 1.991
H -4.424 1.469 -6.633
H -0.533 -3.386 1.006
N -3.388 -5.006 1.077
C 2.075 -4.444 -0.822
H -0.457 0.298 -6.259
H 4.278 -0.930 -2.223
C -1.201 1.704 3.155
H -0.478 3.369 2.521
H -4.292 -4.892 1.473
O 1.917 -4.063 0.346
H 1.925 -6.237 -1.889
N 2.210 -5.854 -1.012
O 2.431 -1.927 2.977
O -2.700 -1.866 -6.594
H -1.607 -1.980 6.359
N 2.243 -3.667 -2.013
O 0.403 -1.645 -0.624
H 1.389 0.663 4.519
H 6.428 -0.454 0.487
N 1.286 -0.205 4.003
P -0.262 -0.699 0.355
N -3.736 1.265 -3.506
N -4.521 -1.723 4.929
H 5.831 -0.561 -1.728
H 2.302 -6.452 -0.233
N -1.215 -4.181 0.844
H 4.543 4.654 1.720
O 3.294 -0.903 0.085
O 1.422 1.098 -4.199
H -2.115 -2.127 -4.227
N 5.525 -0.653 0.918
H -3.719 0.126 -5.816
H -3.043 -5.913 0.817
H -4.952 -2.005 4.074
N -4.068 1.075 -5.785
O 4.443 1.576 2.139
H -1.485 3.749 -1.743
H 5.003 3.670 3.118
H 1.934 -2.703 -1.833
H -1.159 5.384 -1.677
H -1.002 -0.766 -4.093
N -2.531 3.843 0.705
H 2.231 2.856 -5.757
H -2.608 2.895 0.283
H 0.234 1.812 1.769
H 4.433 -1.233 3.990
N -1.156 -0.305 -6.642
N -0.245 2.367 2.487
N 2.091 2.514 -2.640
O -2.893 -2.821 1.676
N -1.769 -1.226 -4.577
N 3.655 -0.709 4.412
H -5.125 -1.359 5.670
H -3.342 0.361 -3.419
C 2.474 -0.906 3.735
H 3.799 0.284 4.560
N -2.086 2.509 3.812
C -3.133 -1.795 4.998
H 0.497 -0.308 3.400
O -2.372 -1.900 4.006
N 3.114 2.846 0.866
H -1.964 3.442 3.436
H -1.085 -5.168 0.661
H -3.383 4.291 1.076
O -1.452 0.468 3.126
C -4.294 1.796 -4.629
C -1.899 -1.210 -5.951
H 1.384 2.183 -1.985

Atoms 1-2, force components in eV/Å:
H -0.2 0.5 0.1
H -0.2 0.2 0.4

---

- The lowest charge belongs to which entry?
  C15H38Cl3N2O9

---

- Which value of strongest force on any atom does entry 3 give?
  0.0194 Eh/bohr